Record 1
Entry from the OMol25 dataset: a structure of composition C43H29ClF8IIrN4OSSbSe (the ωB97M-V functional and the def2-TZVPD basis).

Each line ends with the Mulliken charge.
CARTESIAN COORDINATES (ANGSTROEM)
Ir  -0.42  0.27  -0.13  3.5803
Cl  3.34  -2.94  4.70  -0.2357
C  2.63  -1.75  3.67  0.6978
C  2.99  -0.44  3.79  -0.4966
C  2.44  0.54  2.95  0.4796
I  3.09  2.50  3.12  0.1214
C  1.52  0.22  1.98  -0.9298
O  1.01  1.10  1.10  -1.8588
C  1.12  -1.12  1.90  -0.2290
N  0.15  -1.40  0.96  0.1256
C  -0.28  -2.64  0.81  0.1312
C  0.23  -3.70  1.57  -1.1794
C  1.19  -3.45  2.52  -0.9905
C  1.66  -2.14  2.71  0.3479
H  3.73  -0.16  4.53  0.6007
H  -1.05  -2.82  0.07  0.3372
H  -0.14  -4.70  1.40  0.4954
H  1.59  -4.25  3.12  0.5498
F  7.50  -0.70  -4.63  -0.2538
C  6.57  -0.45  -3.73  0.6403
C  6.82  -0.75  -2.39  0.0683
F  7.98  -1.28  -2.04  -0.2581
C  5.84  -0.48  -1.45  0.3504
F  6.11  -0.78  -0.19  -0.2594
C  4.60  0.08  -1.81  -0.3035
Se  3.31  0.47  -0.54  0.0911
C  4.39  0.35  -3.18  0.3232
F  3.24  0.86  -3.60  -0.2057
C  5.35  0.09  -4.13  -0.0446
F  5.13  0.34  -5.41  -0.2754
C  -5.00  0.15  -0.50  -0.8263
N  -4.43  0.20  -1.84  0.2680
C  -5.13  0.59  -2.96  -0.3209
C  -4.32  0.39  -4.02  -0.6965
N  -3.15  -0.11  -3.53  0.3310
C  -3.20  -0.21  -2.20  -0.0073
S  -2.00  -1.02  -1.22  -0.5751
H  -5.27  1.15  -0.19  0.2507
H  -4.26  -0.26  0.18  0.2015
H  -5.88  -0.49  -0.51  0.4016
H  -6.14  0.95  -2.90  0.5265
H  -4.49  0.55  -5.07  0.4768
H  -2.33  -0.35  -4.07  0.2454
F  1.11  7.59  1.80  -0.3193
C  0.62  6.35  1.76  0.1256
C  1.22  5.43  0.92  -0.8642
C  0.70  4.14  0.88  -0.3928
C  -0.40  3.80  1.66  0.9415
C  -0.98  4.76  2.50  -0.7950
C  -0.46  6.04  2.57  -0.7193
Sb  -1.31  1.93  1.61  1.7052
C  -1.08  1.03  3.48  0.5285
C  -1.45  -0.30  3.65  -0.4005
C  -1.23  -0.94  4.86  -0.7488
C  -0.64  -0.21  5.88  0.1157
F  -0.41  -0.82  7.05  -0.3389
C  -0.26  1.11  5.74  -0.7722
C  -0.48  1.73  4.52  -0.5638
C  -3.33  2.50  1.54  0.4476
C  -3.71  3.54  0.69  -0.6693
C  -5.02  3.99  0.69  -0.7406
C  -5.93  3.38  1.54  0.1740
F  -7.19  3.80  1.53  -0.3295
C  -5.58  2.36  2.40  -0.6081
C  -4.26  1.92  2.40  -0.5558
H  2.08  5.72  0.33  0.5145
H  1.21  3.39  0.29  0.2651
H  -1.85  4.51  3.11  0.5132
H  -0.88  6.79  3.22  0.5008
H  -1.89  -0.87  2.83  0.4278
H  -1.51  -1.97  5.03  0.5367
H  0.21  1.63  6.56  0.5071
H  -0.17  2.76  4.39  0.4862
H  -2.99  4.01  0.03  0.3526
H  -5.35  4.81  0.06  0.4957
H  -6.32  1.93  3.06  0.4856
H  -3.96  1.13  3.08  0.4011
N  0.10  1.75  -1.56  -0.2727
C  -0.47  1.88  -2.88  0.1010
C  0.01  1.07  -3.90  -0.2066
C  -0.46  1.27  -5.20  -1.0434
C  -1.40  2.26  -5.46  -0.5538
C  -1.89  3.04  -4.42  -0.8020
C  -1.43  2.85  -3.12  -0.2243
H  0.05  2.66  -1.11  0.0477
H  1.10  1.50  -1.62  0.1969
H  0.77  0.33  -3.70  0.5673
H  -0.06  0.67  -6.01  0.4556
H  -1.74  2.43  -6.47  0.4742
H  -2.61  3.82  -4.62  0.4756
H  -1.77  3.49  -2.32  0.3826

Computed properties:
Expectation value of S²   0.769
Multiplicity   2
Molecular weight   1357.077 g/mol
Energy   -6650.77900 Eh
Net charge   +2
ΔE to the lowest compared entry with this formula, charge and spin   33.76 kcal per mole
Highest occupied orbital energy (alpha / beta)   -12.75 / -12.76 eV
Kohn-Sham gap (alpha / beta)   0.224 / 0.209 Eh

=====

Record 2
Entry from the OMol25 dataset: a structure of composition C43H30As2Cl3F4N6O2Zr at a distorted geometry (the ωB97M-V functional and the def2-TZVPD basis).

Each line ends with the Mulliken charge.
CARTESIAN COORDINATES (ANGSTROEM)
Zr  0.52  -0.06  0.42  -0.6311
N  0.88  0.41  2.80  -0.2778
C  1.33  1.78  3.21  -0.4876
C  2.52  2.24  2.32  -0.8377
C  2.13  1.64  1.03  0.7013
O  2.57  0.49  0.67  -0.3634
O  1.04  2.02  0.46  -0.3504
H  0.10  0.12  3.38  0.0226
H  1.63  -0.24  3.02  0.4327
H  1.63  1.78  4.26  0.5085
H  0.50  2.47  3.07  0.1514
H  3.48  1.85  2.65  0.4164
H  2.55  3.33  2.28  0.3952
C  -3.34  -1.06  0.53  -1.1275
C  -3.49  0.34  1.12  -1.3146
As  -1.85  1.36  0.84  1.2672
C  -2.07  3.16  1.44  0.2337
C  -3.02  3.42  2.43  -0.7581
C  -3.22  4.73  2.86  -0.7995
C  -2.47  5.75  2.31  -0.5625
C  -1.51  5.49  1.34  -0.8749
C  -1.30  4.19  0.90  -0.2045
C  -1.92  1.50  -1.09  1.9920
C  -1.26  0.56  -1.87  0.1934
C  -1.36  0.54  -3.26  -1.2081
C  -2.15  1.51  -3.87  -0.7942
C  -2.80  2.47  -3.11  -0.8306
C  -2.69  2.47  -1.73  -0.8321
As  -1.61  -1.92  0.88  2.8872
C  -1.66  -2.29  2.78  0.8531
C  -1.47  -3.59  3.24  -0.7793
C  -1.48  -3.86  4.60  -0.9001
C  -1.68  -2.84  5.52  -0.7302
C  -1.87  -1.54  5.07  -0.9375
C  -1.85  -1.26  3.71  -1.1888
C  -1.80  -3.59  -0.02  0.5149
C  -2.90  -4.38  0.33  -0.5162
C  -3.12  -5.58  -0.33  -0.8701
C  -2.26  -5.99  -1.33  -0.6170
C  -1.17  -5.21  -1.68  -0.8214
C  -0.94  -4.01  -1.03  -0.3334
H  -3.45  -1.05  -0.56  0.5784
H  -4.10  -1.73  0.94  0.6803
H  -3.72  0.29  2.18  0.5615
H  -4.28  0.91  0.63  0.6332
H  -3.63  2.63  2.86  0.3551
H  -3.97  4.93  3.61  0.4394
H  -2.64  6.77  2.64  0.4348
H  -0.93  6.30  0.91  0.4496
H  -0.56  3.99  0.14  0.6035
H  -0.67  -0.28  -1.47  -0.4081
H  -0.86  -0.22  -3.84  0.6125
H  -2.26  1.51  -4.95  0.4774
H  -3.41  3.22  -3.60  0.4980
H  -3.21  3.23  -1.15  0.5576
H  -1.32  -4.40  2.54  0.5006
H  -1.34  -4.88  4.94  0.4974
H  -1.70  -3.05  6.57  0.4360
H  -2.04  -0.74  5.78  0.5039
H  -2.03  -0.24  3.38  0.8943
H  -3.58  -4.08  1.12  0.3765
H  -3.97  -6.19  -0.05  0.4526
H  -2.44  -6.93  -1.84  0.4487
H  -0.50  -5.53  -2.47  0.4833
H  -0.08  -3.41  -1.31  0.3257
Cl  1.29  -5.56  1.70  -0.0220
C  2.56  -4.34  1.68  0.7855
Cl  3.56  -4.47  0.23  -0.0540
Cl  3.51  -4.36  3.16  -0.0479
C  1.91  -3.00  1.60  -0.6819
N  1.41  -1.98  1.52  0.1000
F  5.48  -0.98  -4.45  -0.2810
C  4.76  0.09  -4.18  -0.1482
C  5.10  1.28  -4.72  0.2241
F  6.15  1.34  -5.51  -0.2537
C  4.37  2.51  -4.45  -0.0964
C  3.23  2.35  -3.57  0.6534
C  2.90  1.16  -3.04  -0.4388
F  1.80  1.06  -2.26  0.6081
C  3.63  -0.05  -3.30  1.3247
C  3.29  -1.27  -2.75  -0.3960
C  2.22  -1.39  -1.83  0.8667
N  1.32  -1.49  -1.11  0.3248
C  3.96  -2.52  -2.92  -0.9295
N  4.37  -3.59  -2.99  -0.4215
F  2.49  3.39  -3.28  -0.2556
C  4.73  3.71  -4.99  1.3137
C  5.82  3.89  -5.89  -0.2619
N  6.67  4.10  -6.63  -0.2970
C  4.04  4.93  -4.69  -0.2513
N  3.51  5.92  -4.45  -0.3776

Computed properties:
Molecular weight   1086.172 g/mol
Energy   -8433.28340 Eh
Net charge   +3
Highest occupied orbital energy   -16.23 eV
Kohn-Sham gap   0.220 Eh

=====

- Which of these has the lowest energy?
  C43H30As2Cl3F4N6O2Zr

=====

- What is the formula in the first record?
  C43H29ClF8IIrN4OSSbSe

=====

- The highest energy belongs to which entry?
  C43H29ClF8IIrN4OSSbSe